Formula: C32H30BrFeN4O4PSSe2
Source: the OMol25 dataset
Level of theory: the ωB97M-V functional and the def2-TZVPD basis

Max |F| in eV/Å: 0.50
LUMO level in eV: -0.2602
Highest occupied orbital energy in Ha: -0.2801
HOMO-LUMO gap in eV: 7.362

Each line ends with the Löwdin charge.
CARTESIAN COORDINATES (ANGSTROEM)
Fe: -0.08 -0.05 0.35  -0.0497
O: -6.78 1.27 -0.16  -0.0527
C: -6.32 0.29 0.75  -0.2069
C: -4.83 0.18 0.66  -0.1734
C: -4.15 -0.73 1.47  0.0049
C: -2.78 -0.82 1.37  -0.0944
N: -2.06 -0.06 0.54  0.0246
C: -2.71 0.82 -0.24  -0.1620
C: -4.09 0.96 -0.20  0.0662
C: -1.84 1.63 -1.10  -0.1632
C: -2.32 2.58 -1.99  0.0620
C: -1.44 3.30 -2.77  -0.1812
C: -1.95 4.36 -3.72  -0.2099
O: -2.72 5.35 -3.05  -0.0467
C: -0.09 3.05 -2.62  0.0157
C: 0.33 2.08 -1.71  -0.0938
N: -0.52 1.38 -0.97  0.0286
H: -7.74 1.32 -0.11  0.0942
H: -6.76 -0.69 0.52  0.1318
H: -6.60 0.55 1.78  0.1325
H: -4.67 -1.36 2.17  0.1229
H: -2.21 -1.51 1.98  0.0498
H: -4.59 1.67 -0.83  0.1119
H: -3.38 2.77 -2.07  0.1235
H: -2.62 3.91 -4.45  0.1293
H: -1.11 4.80 -4.26  0.1188
H: -2.19 5.73 -2.35  0.0962
H: 0.65 3.59 -3.19  0.1203
H: 1.38 1.86 -1.56  0.0512
Se: 2.46 0.00 -0.08  0.5188
P: 1.95 -1.31 -1.71  0.2505
Se: -0.15 -1.79 -1.62  0.4461
C: 2.38 -0.58 -3.34  -0.3852
C: 3.62 0.03 -3.51  -0.1027
C: 3.95 0.62 -4.72  -0.0797
C: 3.03 0.63 -5.76  -0.0880
C: 1.78 0.04 -5.59  -0.0829
C: 1.46 -0.56 -4.38  -0.1120
C: 2.99 -2.83 -1.70  -0.3867
C: 4.36 -2.71 -1.47  -0.1025
C: 5.16 -3.84 -1.44  -0.0789
C: 4.61 -5.10 -1.62  -0.0879
C: 3.24 -5.22 -1.85  -0.0883
C: 2.44 -4.09 -1.89  -0.1410
H: 4.32 0.08 -2.69  0.0877
H: 4.91 1.09 -4.84  0.1040
H: 3.28 1.10 -6.70  0.1016
H: 1.06 0.05 -6.39  0.1026
H: 0.48 -1.01 -4.24  0.0536
H: 4.79 -1.74 -1.28  0.0855
H: 6.22 -3.74 -1.26  0.1047
H: 5.23 -5.98 -1.59  0.1024
H: 2.80 -6.20 -2.01  0.1046
H: 1.38 -4.18 -2.09  0.0693
N: 2.56 -2.89 2.52  0.1143
C: 1.40 -2.75 1.86  -0.9064
N: 1.16 -3.54 0.83  0.0979
S: 0.28 -1.58 2.38  0.7378
H: 3.30 -3.46 2.15  0.1100
H: 2.79 -2.19 3.20  0.1009
H: 1.79 -4.29 0.56  0.1022
H: 0.30 -3.42 0.33  0.0157
Br: -0.87 5.96 6.67  0.7056
C: -0.36 4.69 5.35  -0.6963
C: 0.99 4.39 5.18  -0.1249
C: 1.35 3.47 4.22  -0.0138
C: 0.39 2.84 3.44  -0.1202
C: -0.95 3.15 3.63  -0.0183
C: -1.33 4.08 4.59  -0.1287
C: 0.82 1.83 2.40  -0.6123
O: 2.02 1.56 2.29  -0.0686
O: -0.15 1.35 1.70  -0.1612
H: 1.73 4.88 5.79  0.0972
H: 2.39 3.21 4.06  0.1169
H: -1.69 2.66 3.01  0.1105
H: -2.38 4.32 4.74  0.0955